Computed, not measured: a 2-piece molecular cluster, C31H28F6N2S overall at a distorted geometry, with wB97M-V/def2-TZVPD.

Net charge: 0
Energy above the lowest of the compared OMol25 structures with the same formula, charge and spin in eV: 0.092
Max |F| in eV/Å: 2.01
HOMO energy in Eh: -0.2227
E_tot in hartree: -2305.00907

```
68
Properties=species:S:1:pos:R:3:mulliken_charge:R:1
C -2.516 2.298 -5.262 -0.81
C -3.918 1.709 -5.427 -0.64
N -4.308 0.978 -4.249 0.01
C -5.679 0.630 -3.923 -0.78
C -5.545 -0.272 -2.668 -0.72
C -4.079 -0.316 -2.392 0.23
C -3.323 -0.887 -1.396 -0.82
C -1.893 -0.740 -1.396 0.81
C -1.184 -1.231 -0.272 -0.26
C 0.190 -1.073 0.030 0.86
C 0.813 -1.999 0.934 -0.63
C 2.164 -1.914 1.183 0.25
C 2.901 -0.905 0.533 0.47
N 4.209 -0.974 0.858 -0.01
C 5.184 -0.017 0.395 -0.66
C 4.740 0.616 -0.925 -0.87
C 3.258 1.052 -0.950 -0.92
C 2.338 0.060 -0.317 -0.92
C 0.965 0.007 -0.485 -0.78
C 4.488 -2.049 1.794 -0.76
C 3.097 -2.688 2.051 -0.79
C -1.276 -0.131 -2.536 -0.99
C -2.025 0.520 -3.510 0.03
C -3.421 0.415 -3.400 0.49
C -1.486 1.317 -4.655 -0.82
H -2.162 2.655 -6.234 0.37
H -2.589 3.176 -4.608 0.33
H -4.660 2.500 -5.603 0.39
H -3.947 1.045 -6.309 0.29
H -6.266 1.541 -3.717 0.34
H -6.159 0.107 -4.764 0.33
H -6.107 0.145 -1.823 0.32
H -5.943 -1.273 -2.880 0.28
H -3.805 -1.442 -0.589 0.44
H -1.747 -1.889 0.393 0.25
H 0.220 -2.799 1.381 0.44
H 5.331 0.766 1.161 0.27
H 6.146 -0.537 0.279 0.42
H 5.383 1.474 -1.147 0.39
H 4.898 -0.118 -1.725 0.33
H 3.156 2.025 -0.443 0.30
H 2.949 1.212 -1.991 0.38
H 0.477 0.819 -1.023 0.89
H 5.198 -2.767 1.345 0.37
H 4.946 -1.655 2.714 0.35
H 2.831 -2.592 3.113 0.23
H 3.104 -3.757 1.801 0.36
H -0.198 -0.203 -2.669 0.97
H -1.134 0.639 -5.448 0.32
H -0.608 1.883 -4.319 0.38
F 2.972 2.724 4.271 -0.29
C 2.751 1.424 4.625 0.68
F 3.682 0.667 3.933 -0.20
F 3.062 1.298 5.948 -0.29
C 1.356 0.975 4.302 0.35
C 0.776 -0.003 5.105 -1.14
C -0.498 -0.451 4.770 0.40
C -1.124 -1.548 5.585 0.83
F -2.487 -1.442 5.616 -0.28
F -0.831 -2.784 5.053 -0.26
F -0.683 -1.559 6.877 -0.28
C -1.183 0.046 3.677 -1.05
C -0.548 0.959 2.793 0.39
S -1.263 1.283 1.323 -0.34
C 0.706 1.499 3.197 -0.76
H 1.288 -0.388 5.974 0.47
H -2.171 -0.323 3.438 0.53
H 1.185 2.264 2.603 0.53
```